Run one
The following is a DFT calculation (the ωB97M-V functional and the def2-TZVPD basis) of a cluster of 3 separate species, C4H8O2 in total.

```
14
C4H8O2, DFT the ωB97M-V functional and the def2-TZVPD basis
O 2.20 -0.20 0.49
C 1.05 -0.25 -0.26
C -0.12 0.32 0.36
O 0.07 1.08 1.51
C -1.46 -0.70 0.24
C -1.32 0.58 -0.46
H 2.83 -0.88 0.17
H 0.95 -1.08 -0.95
H 0.53 0.71 -1.96
H 0.89 0.75 1.93
H -2.17 -0.81 1.08
H -1.18 -1.64 -0.22
H -0.31 0.74 -1.82
H -1.97 1.38 -0.10
```

Output
**Orbital gap (spin up / spin down)**: 0.283 / 0.285 Ha

Run two
The following is a DFT calculation (the ωB97M-V functional and the def2-TZVPD basis) of an isolated molecule of C4H8O2.

```
14
C4H8O2, DFT the ωB97M-V functional and the def2-TZVPD basis
O 1.41 -1.29 -0.89
C 0.22 -0.95 -0.22
C 0.46 -0.03 1.01
C -0.42 1.19 0.74
O -0.59 1.23 -0.67
C -0.75 -0.12 -1.08
H 1.83 -0.46 -1.16
H -0.24 -1.90 0.07
H 1.52 0.25 1.02
H 0.23 -0.53 1.95
H 0.03 2.14 1.04
H -1.40 1.09 1.24
H -1.79 -0.45 -0.92
H -0.51 -0.19 -2.14
```

Output
**Orbital gap**: 0.394 Ha

Energy ordering: run two at the bottom, the next structure 0.2003 hartree above.

Run one
The following is a DFT calculation (the ωB97M-V functional and the def2-TZVPD basis) of an isolated molecule of C4H8O2.

```
14
C4H8O2, DFT the ωB97M-V functional and the def2-TZVPD basis
C -1.26 -1.02 0.09
C -0.20 -0.06 0.60
C 1.25 -0.35 0.24
O 1.52 0.97 -0.35
C -0.11 1.28 -0.18
O -0.34 1.27 -1.47
H -2.26 -0.68 0.37
H -1.11 -2.02 0.49
H -1.21 -1.06 -1.01
H -0.31 0.13 1.68
H 1.93 -0.51 1.08
H 1.40 -1.14 -0.51
H 0.95 0.98 -1.39
H -0.25 2.22 0.37
```

Output
**Orbital gap**: 0.391 Ha

Run two
The following is a DFT calculation (the ωB97M-V functional and the def2-TZVPD basis) of an isolated molecule of C4H8O2.

```
14
C4H8O2, DFT the ωB97M-V functional and the def2-TZVPD basis
C -1.21 -1.20 0.15
C -0.30 -0.02 0.32
C 1.16 -0.36 -0.09
O 2.10 0.64 0.17
C -0.12 1.92 -0.76
O -1.03 1.06 -0.47
H -2.22 -0.92 0.44
H -0.85 -2.04 0.75
H -1.21 -1.50 -0.91
H -0.26 0.42 1.32
H 1.44 -1.23 0.53
H 1.19 -0.71 -1.14
H 1.60 1.45 -0.10
H -0.45 2.57 -1.58
```

Output
**Orbital gap**: 0.339 Ha

Energy ordering: run one at the bottom, the next structure 0.0308 hartree above.

Run one
The following is a DFT calculation (the ωB97M-V functional and the def2-TZVPD basis) of a cluster of 2 separate species, C4H8O2 in total.

```
14
C4H8O2, DFT the ωB97M-V functional and the def2-TZVPD basis
O -0.68 -1.75 -1.21
C -0.73 -0.56 -1.84
C 0.53 0.73 -0.63
C 0.53 -0.08 0.60
C 0.28 0.47 1.94
O -0.74 -0.24 1.25
H -1.28 -1.74 -0.45
H 0.27 0.06 -1.88
H -1.61 0.04 -1.60
H 1.56 0.89 -1.00
H -0.01 1.68 -0.58
H 1.09 -1.01 0.55
H 0.10 1.54 2.05
H 0.70 -0.02 2.81
```

Output
**Orbital gap**: 0.325 Ha

Run two
The following is a DFT calculation (the ωB97M-V functional and the def2-TZVPD basis) of a cluster of 2 separate species, C4H8O2 in total.

```
14
C4H8O2, DFT the ωB97M-V functional and the def2-TZVPD basis
C 1.76 -1.04 0.47
C 0.85 0.06 -0.02
O 1.05 1.23 0.24
C -0.34 -0.38 -0.83
C -1.69 -0.25 -0.27
O -1.22 0.62 -1.28
H 2.37 -1.41 -0.36
H 2.41 -0.66 1.25
H 1.17 -1.89 0.85
H -0.15 -1.19 -1.54
H -1.81 0.20 0.72
H -2.46 -0.96 -0.57
H -1.20 3.04 0.88
H -0.75 2.63 0.44
```

Output
**Orbital gap**: 0.397 Ha

Energy ordering: run two at the bottom, the next structure 0.1034 hartree above.

Run one
The following is a DFT calculation (the ωB97M-V functional and the def2-TZVPD basis) of a cluster of 3 separate species, C5H15NO2 in total.

```
23
C5H15NO2, DFT the ωB97M-V functional and the def2-TZVPD basis
C 2.24 -0.95 -0.92
N 1.16 -0.97 -0.28
C 1.15 -0.53 1.10
C 0.32 0.73 1.25
C -1.15 0.57 0.85
C -1.93 -0.37 1.76
H 2.24 -1.23 -1.97
H 3.21 -0.67 -0.49
H 0.73 -1.33 1.71
H 2.16 -0.34 1.45
H 0.76 1.52 0.64
H 0.36 1.07 2.29
H -1.22 0.19 -0.18
H -1.64 1.55 0.86
H -2.98 -0.44 1.46
H -1.54 -1.38 1.71
H -1.91 -0.04 2.80
O -0.72 -1.24 -2.58
H -0.27 -1.36 -1.72
H -0.45 -0.36 -2.87
O 0.14 1.63 -2.37
H -0.41 1.64 -1.58
H -0.23 2.32 -2.94
```

Output
**Orbital gap**: 0.393 Ha

Run two
The following is a DFT calculation (the ωB97M-V functional and the def2-TZVPD basis) of a structure of composition C5H15NO2.

```
23
C5H15NO2, DFT the ωB97M-V functional and the def2-TZVPD basis
C -1.08 1.91 1.27
C 0.12 0.89 1.20
C -0.39 -0.59 1.14
C -1.26 -0.88 -0.05
C -0.96 -0.10 -1.38
N -1.73 1.17 -1.28
H -0.75 2.91 1.54
H -1.48 1.65 -0.04
H -1.99 1.51 1.82
H 0.51 1.05 0.16
H 0.98 0.97 1.94
H 0.51 -1.22 1.06
H -0.85 -0.85 2.10
H -2.37 -0.67 0.10
H -1.18 -1.93 -0.28
H -1.41 -0.64 -2.28
H 0.11 -0.02 -1.61
H 3.63 0.05 -0.15
H -1.25 1.81 -2.02
O 2.72 -0.01 0.17
H 2.14 -2.50 -1.48
H 2.37 -1.04 -0.21
O 1.60 -2.07 -0.76
```

Output
**Orbital gap**: 0.125 Ha

Energy ordering: run one at the bottom, the next structure 0.2613 hartree above.

Run one
The following is a DFT calculation (the ωB97M-V functional and the def2-TZVPD basis) of an isolated molecule of C4H8N2O.

```
15
C4H8N2O, DFT the ωB97M-V functional and the def2-TZVPD basis
C 1.41 1.71 -0.82
C 0.47 0.59 -0.30
N 0.23 -0.41 -0.99
C -0.55 -1.53 -0.45
C -1.06 -1.14 0.81
O -1.42 0.28 0.86
N -0.16 0.77 1.01
H 1.62 1.22 -1.89
H 0.81 2.59 -0.70
H 2.31 1.89 -0.10
H -0.04 -2.46 -0.25
H -1.38 -1.89 -1.15
H -0.27 -1.24 1.41
H -1.70 -2.09 1.37
H -0.27 1.72 1.20
```

Output
**Orbital gap**: 0.360 Ha

Run two
The following is a DFT calculation (the ωB97M-V functional and the def2-TZVPD basis) of a structure of composition C4H8N2O.

```
15
C4H8N2O, DFT the ωB97M-V functional and the def2-TZVPD basis
C -0.42 -1.48 0.86
C -0.19 0.50 -0.80
C 0.10 -0.10 0.55
N 0.57 0.35 -1.97
N 1.27 0.23 1.17
C -1.24 1.21 -0.35
O -1.28 0.94 0.96
H 0.05 0.10 -2.80
H 1.17 1.13 -2.19
H 1.82 -0.47 1.64
H 1.66 1.13 0.96
H -1.91 1.93 -0.81
H 0.22 -2.22 0.36
H -0.40 -1.67 1.93
H -1.43 -1.58 0.49
```

Output
**Orbital gap**: 0.320 Ha

Energy ordering: run two at the bottom, the next structure 0.0913 hartree above.

Run one
The following is a DFT calculation (the ωB97M-V functional and the def2-TZVPD basis) of an isolated molecule of C4H8N2O.

```
15
C4H8N2O, DFT the ωB97M-V functional and the def2-TZVPD basis
C 1.69 -0.38 0.20
C 0.22 -0.13 -0.01
C -0.30 1.11 0.69
N -1.63 1.37 0.51
O 0.43 1.82 1.35
C -0.40 -0.60 -1.27
N -0.74 -1.25 -0.01
H 1.98 -1.35 -0.21
H 2.27 0.40 -0.30
H 1.95 -0.34 1.26
H -2.23 0.59 0.27
H -2.02 2.07 1.12
H -1.21 -0.04 -1.74
H 0.25 -1.12 -1.97
H -0.26 -2.13 0.10
```

Output
**Orbital gap**: 0.390 Ha

Run two
The following is a DFT calculation (the ωB97M-V functional and the def2-TZVPD basis) of a cluster of 2 separate species, C4H8N2O in total.

```
15
C4H8N2O, DFT the ωB97M-V functional and the def2-TZVPD basis
C 0.89 1.27 0.92
C 0.90 0.01 0.08
C 0.34 0.02 -1.29
N 1.79 -0.09 -1.08
H 0.92 2.16 0.28
H -0.02 1.31 1.53
H 1.76 1.30 1.59
H 0.84 -0.92 0.65
H -0.14 -0.86 -1.69
H -0.06 0.97 -1.65
H 2.24 0.80 -1.25
N -2.31 -1.86 -0.20
C -2.17 -1.16 0.79
O -1.93 -0.44 1.68
H -3.06 -2.50 -0.35
```

Output
**Orbital gap**: 0.367 Ha

Energy ordering: run one at the bottom, the next structure 0.0304 hartree above.